Entry w
{"formula": "C4H11N2", "method": "ωB97M-V/def2-TZVPD", "species": ["C", "C", "N", "C", "C", "N", "H", "H", "H", "H", "H", "H", "H", "H", "H", "H", "H"], "coordinates": [[-0.089, -1.829, 0.254], [-0.158, -0.700, -0.415], [0.136, -0.867, -1.898], [-0.656, 0.718, -0.202], [0.305, 1.460, 0.771], [0.237, 0.802, 2.051], [-0.290, -1.864, 1.314], [0.355, -2.706, -0.198], [0.753, -1.615, -2.251], [0.426, 0.004, -2.358], [-0.673, -1.151, -2.481], [-0.772, 1.303, -1.121], [-1.634, 0.576, 0.264], [1.307, 1.441, 0.322], [0.077, 2.534, 0.762], [1.091, 0.590, 2.548], [-0.415, 1.305, 2.637]], "mulliken_charge": [-0.868, 0.532, -0.398, -0.700, -0.521, -0.481, 0.339, 0.255, 0.373, 0.390, 0.356, 0.349, 0.285, 0.333, 0.334, 0.205, 0.217], "homo_lumo_gap_ha": 0.341, "smiles": "C=C([NH3+])CCN", "charge": 1, "homo_energy_ha": -0.4764, "spin_multiplicity": 1}


Entry x
{"formula": "C4H11N2", "method": "ωB97M-V/def2-TZVPD", "species": ["C", "C", "C", "N", "C", "N", "H", "H", "H", "H", "H", "H", "H", "H", "H", "H", "H"], "coordinates": [[-0.171, 0.569, 2.025], [0.372, -0.802, 1.556], [1.044, -0.609, 0.195], [0.295, 0.306, -0.673], [-0.396, -0.151, -1.797], [-1.307, 0.505, -2.512], [-1.199, 0.605, 1.897], [-0.027, 1.393, 1.265], [0.246, 0.922, 2.974], [-0.402, -1.558, 1.371], [0.957, -1.152, 2.413], [1.216, -1.543, -0.363], [2.066, -0.138, 0.380], [0.311, 1.323, -0.375], [0.017, -1.059, -2.183], [-1.637, -0.046, -3.321], [-1.385, 1.435, -2.852]], "mulliken_charge": [-0.922, -0.417, -0.664, -0.101, 0.104, -0.356, 0.337, 0.156, 0.330, 0.286, 0.339, 0.376, 0.286, 0.383, 0.281, 0.310, 0.272], "homo_lumo_gap_ha": 0.383, "smiles": "CCCNC=[NH2+]", "charge": 1, "homo_energy_ha": -0.5475, "spin_multiplicity": 1}


Most stable: entry x


Entry w
{"formula": "C4H11N2", "method": "ωB97M-V/def2-TZVPD", "species": ["C", "C", "C", "N", "C", "N", "H", "H", "H", "H", "H", "H", "H", "H", "H", "H", "H"], "coordinates": [[-0.655, 1.413, -1.931], [-0.172, -0.049, -1.915], [-0.610, -0.902, -0.631], [-0.117, -0.134, 0.561], [0.467, -0.668, 1.613], [1.150, 0.097, 2.458], [0.210, 2.041, -2.186], [-1.081, 1.598, -0.936], [-1.424, 1.827, -2.570], [0.887, 0.022, -1.678], [-0.509, -0.660, -2.752], [0.014, -1.784, -0.644], [-1.663, -1.104, -0.468], [-0.057, 0.871, 0.535], [0.130, -1.671, 1.850], [1.319, -0.218, 3.397], [0.933, 1.080, 2.408]], "mulliken_charge": [-0.961, -0.371, -0.741, -0.089, 0.158, -0.351, 0.272, 0.228, 0.346, 0.274, 0.367, 0.458, 0.346, 0.160, 0.375, 0.292, 0.238], "homo_lumo_gap_ha": 0.409, "smiles": "CCCNC=[NH2+]", "charge": 1, "homo_energy_ha": -0.5584, "spin_multiplicity": 1}


Entry x
{"formula": "C4H11N2", "method": "ωB97M-V/def2-TZVPD", "species": ["C", "N", "C", "N", "H", "H", "H", "H", "H", "H", "H", "C", "C", "H", "H", "H", "H"], "coordinates": [[-0.699, -2.068, 2.014], [0.515, 1.022, 0.507], [-0.193, -0.015, 0.890], [0.236, -1.133, 1.397], [-0.209, -2.871, 2.506], [-1.346, -2.450, 1.235], [-1.336, -1.538, 2.736], [1.499, 0.861, 0.345], [0.138, 1.624, -0.270], [-1.300, 0.102, 0.818], [1.222, -1.288, 1.573], [0.248, 0.522, -2.580], [-0.086, 1.833, -2.343], [1.295, 0.374, -2.902], [-0.367, -0.334, -2.645], [0.649, 2.630, -2.481], [-1.126, 2.036, -2.135]], "mulliken_charge": [-0.875, -0.325, 0.161, -0.136, 0.329, 0.339, 0.338, 0.311, 0.208, 0.359, 0.269, -0.459, -0.831, 0.252, 0.333, 0.340, 0.385], "homo_lumo_gap_ha": 0.377, "charge": 1, "homo_energy_ha": -0.5112, "spin_multiplicity": 1}


Most stable: entry w